No. 1
Here is a molecular structure, ClIO2P in a non-equilibrium geometry from the OMol25 dataset. Energies are from ωB97M-V/def2-TZVPD.

Geometry as ORCA input:
```
! RIJCOSX wB97M-V def2-TZVPD def2/J DEFGRID3
* xyz -1 1
O 0.034 -2.211 0.154
O -0.283 2.111 0.399
P 0.892 -1.292 -0.613
Cl -0.375 0.771 -0.464
I -0.060 -1.302 -2.826
*
```

Results
* calculated total energy: -1249.7398 a.u.
* F_max: 1.8 eV Å⁻¹
* relative energy (zero: lowest compared OMol25 entry of this formula, charge and spin): 499.1 kJ/mol
* lowest unoccupied orbital energy: 3.034 eV
* orbital gap: 0.263 hartree

No. 2
Here is a molecular structure, C24H44Br3N2O5S in a non-equilibrium geometry from the OMol25 dataset. Energies are from ωB97M-V/def2-TZVPD.

Geometry as ORCA input:
```
! RIJCOSX wB97M-V def2-TZVPD def2/J DEFGRID3
* xyz 1 1
C -5.953 -5.894 -4.640
C -4.441 -5.824 -4.869
C -3.816 -4.589 -4.233
C -2.303 -4.512 -4.456
C -1.735 -3.096 -4.401
C -1.513 -2.565 -2.972
C -0.106 -1.984 -2.712
C -0.143 -0.548 -2.215
C 1.227 -0.093 -1.640
C 1.236 -0.158 -0.142
C 2.012 -1.132 0.503
N 2.007 -1.214 1.823
C 2.864 -2.242 2.518
O 2.128 -2.966 3.401
C 2.226 -2.581 4.783
C 3.570 -2.913 5.417
N 1.304 -0.464 2.627
C 0.549 0.476 2.088
C -0.257 1.292 3.079
O -0.568 0.488 4.174
C -0.613 1.158 5.444
C -1.907 0.811 6.151
C 0.500 0.691 0.692
C -0.318 1.820 0.128
C 0.178 3.203 0.648
C 0.274 4.283 -0.444
C 1.583 5.072 -0.402
S 1.680 6.140 1.024
O 0.730 5.717 2.016
O 1.659 7.500 0.600
O 3.123 5.826 1.602
H -6.429 -6.552 -5.364
H -6.177 -6.314 -3.660
H -6.420 -4.914 -4.719
H -4.249 -5.848 -5.943
H -3.998 -6.729 -4.449
H -4.322 -3.716 -4.646
H -4.035 -4.640 -3.163
H -1.819 -5.164 -3.726
H -2.090 -4.952 -5.432
H -2.418 -2.450 -4.953
H -0.806 -3.082 -4.972
H -1.736 -3.369 -2.273
H -2.243 -1.777 -2.784
H 0.385 -2.622 -1.970
H 0.488 -2.081 -3.620
H -0.460 0.107 -3.024
H -0.886 -0.502 -1.419
H 1.976 -0.794 -2.007
H 1.513 0.897 -1.986
H 2.615 -1.836 -0.050
H 3.695 -1.690 2.959
H 3.255 -2.903 1.749
H 1.442 -3.138 5.283
H 1.995 -1.525 4.907
H 3.598 -3.927 5.802
H 3.716 -2.241 6.262
H 4.409 -2.731 4.750
H -1.153 1.660 2.578
H 0.370 2.136 3.377
H 0.239 0.798 6.020
H -0.550 2.238 5.319
H -2.086 -0.259 6.137
H -2.738 1.320 5.667
H -1.853 1.152 7.183
H -1.360 1.679 0.418
H -0.288 1.803 -0.954
H 1.131 3.076 1.161
H -0.520 3.552 1.400
H -0.535 4.991 -0.265
H 0.113 3.884 -1.442
H 1.699 5.704 -1.274
H 2.429 4.389 -0.364
H 3.019 5.420 2.474
C 3.074 7.830 -2.866
Br 3.860 6.133 -3.351
Br 4.093 8.728 -1.518
Br 2.774 8.935 -4.407
H 2.106 7.619 -2.436
*
```

Results
* calculated total energy: -9546.5180 a.u.
* F_max: 1.1 eV Å⁻¹
* lowest unoccupied orbital energy: -4.048 eV
* orbital gap: 0.286 hartree

No. 3
Here is C17H23N3O3 in the gas phase in a non-equilibrium geometry from the OMol25 dataset. Energies are from ωB97M-V/def2-TZVPD.

Geometry as ORCA input:
```
! RIJCOSX wB97M-V def2-TZVPD def2/J DEFGRID3
* xyz 0 1
C 1.492 2.168 -1.595
C 1.698 0.854 -0.771
C 0.998 3.193 -0.692
C -0.432 2.947 -0.138
C -1.507 3.569 -0.616
C -0.866 2.024 0.922
C -2.182 2.257 1.136
C -0.197 1.188 1.997
C -2.853 1.489 2.177
C -0.798 0.598 3.102
C -2.185 0.733 3.121
C 1.165 -1.421 -0.587
C 2.550 -2.007 -0.981
C -0.080 -2.219 -1.231
C -0.549 -3.426 -0.325
C -1.175 -2.915 0.894
C 0.622 -4.472 -0.085
H 0.891 1.990 -3.528
H -0.016 2.798 -2.715
H 2.336 2.419 -2.136
H 0.841 4.272 -1.105
H 1.629 3.290 0.163
H -1.567 4.423 -1.290
H -3.584 3.301 0.178
H 0.883 1.415 1.962
H -3.900 1.551 2.273
H -0.162 0.154 3.947
H -2.681 0.294 3.911
H 0.626 -0.074 -2.144
H 1.034 -1.176 0.475
H -0.858 -1.505 -1.222
H 0.049 -2.338 -2.291
H -1.270 -4.059 -0.879
H -0.309 -2.474 1.420
H -1.590 -3.476 1.726
H -1.976 -2.119 0.698
H 1.021 -4.831 -1.135
H 0.285 -5.244 0.556
H 1.577 -4.067 0.355
H 3.159 -0.561 -0.054
N 0.458 1.947 -2.704
N -2.552 3.274 0.303
N 1.130 -0.193 -1.282
O 2.497 0.800 0.185
O 2.782 -3.046 -1.495
O 3.566 -1.326 -0.500
*
```

Results
* calculated total energy: -1051.5125 a.u.
* SMILES: CC(C)C[C@H](NC(=O)[C@@H](N)Cc1c[nH]c2ccccc12)C(=O)O
* F_max: 4.8 eV Å⁻¹
* relative energy (zero: lowest compared OMol25 entry of this formula, charge and spin): 428.2 kJ/mol
* lowest unoccupied orbital energy: 0.523 eV
* orbital gap: 0.328 hartree

Question: Which of these has the highest orbital gap?
Answer: C17H23N3O3